# 1
{"formula": "C2H4O2PS", "method": "ωB97M-V with the def2-TZVPD basis set", "total_charge": -1, "homo_ev": [-3.22, -3.22], "lumo_energy_ev": [3.47, 3.47], "orbital_gap_ev": [6.7, 6.7], "elements": ["C", "C", "O", "O", "P", "S", "H", "H", "H", "H"], "xyz": [[0.95, 0.87, -1.12], [0.77, -0.14, 1.09], [-1.63, 1.45, 0.01], [-1.84, -1.50, -0.15], [-0.54, 0.47, -0.25], [2.06, -0.17, -0.09], [1.12, 0.68, -2.21], [0.99, 0.65, 1.85], [0.62, -0.94, 1.72], [-2.51, -1.38, -0.86]], "nbo_charge": [-1.001, -0.882, -1.078, -1.112, 1.847, 0.150, 0.208, 0.216, 0.228, 0.424]}

---

# 2
{"formula": "C2H4O2S", "method": "ωB97M-V with the def2-TZVPD basis set", "total_charge": 0, "homo_ev": -9.88, "smiles": "O=C(S)CO", "lumo_energy_ev": 0.33, "orbital_gap_ev": 10.2, "elements": ["O", "C", "S", "C", "O", "H", "H", "H", "H"], "xyz": [[1.61, -0.82, -0.46], [0.68, -0.16, -0.16], [-0.65, 0.25, -1.30], [0.38, 0.20, 1.33], [-0.99, -0.04, 1.54], [-1.34, 0.82, -0.29], [1.18, -0.12, 1.97], [0.67, 1.26, 1.25], [-1.43, 0.65, 2.14]], "nbo_charge": [-0.528, 0.420, -0.029, -0.177, -0.712, 0.149, 0.207, 0.181, 0.489]}

---

# 3
{"formula": "C2H4O2S", "method": "ωB97M-V with the def2-TZVPD basis set", "total_charge": 0, "homo_ev": -9.65, "smiles": "CC=S(=O)=O", "lumo_energy_ev": -0.39, "orbital_gap_ev": 9.3, "elements": ["C", "C", "S", "O", "O", "H", "H", "H", "H"], "xyz": [[1.29, 0.27, -0.11], [0.01, -0.56, 0.15], [-1.50, 0.07, 0.02], [-2.61, -0.85, -0.09], [-1.72, 1.43, 0.43], [1.93, -0.26, 0.57], [0.97, 1.21, 0.08], [1.52, 0.28, -1.09], [0.12, -1.59, 0.03]], "nbo_charge": [-0.610, -0.618, 2.048, -0.862, -0.865, 0.229, 0.224, 0.217, 0.236]}

---

# 4
{"formula": "C2H4O2S", "method": "ωB97M-V with the def2-TZVPD basis set", "total_charge": 0, "homo_ev": -9.72, "smiles": "O[C@@]1(S)CO1", "lumo_energy_ev": 0.71, "orbital_gap_ev": 10.4, "elements": ["O", "C", "S", "C", "O", "H", "H", "H", "H"], "xyz": [[1.34, 0.01, 0.85], [0.32, 0.10, -0.07], [0.92, 0.32, -1.69], [-0.96, -0.55, 0.18], [-0.83, 0.83, 0.33], [0.81, -0.23, 1.74], [0.84, 1.65, -1.65], [-1.35, -0.92, -0.76], [-1.07, -1.22, 1.07]], "nbo_charge": [-0.676, 0.303, 0.008, -0.138, -0.480, 0.472, 0.141, 0.191, 0.178]}

---

# 5
{"formula": "C2H4O2S2", "method": "ωB97M-V with the def2-TZVPD basis set", "total_charge": 0, "homo_ev": -9.10, "smiles": "CS(=O)#CSO", "lumo_energy_ev": -0.64, "orbital_gap_ev": 8.5, "elements": ["C", "S", "O", "C", "S", "O", "H", "H", "H", "H"], "xyz": [[-0.43, -1.46, 0.99], [-1.33, 0.07, 0.45], [-2.11, -0.18, -0.76], [0.19, 0.84, 0.04], [0.50, 1.45, -1.47], [2.06, 1.94, -1.37], [-0.96, -1.94, 1.88], [0.59, -1.34, 0.94], [-0.75, -2.08, 0.04], [2.23, 2.70, -0.73]], "nbo_charge": [-0.799, 1.254, -0.980, -0.661, 0.818, -0.872, 0.249, 0.242, 0.246, 0.503]}

---

# 6
{"formula": "C2H4O2S2", "method": "ωB97M-V with the def2-TZVPD basis set", "total_charge": 0, "homo_ev": [-6.52, -10.06], "lumo_energy_ev": [0.53, -3.58], "spin_multiplicity": 3, "orbital_gap_ev": [7.0, 6.5], "elements": ["C", "C", "O", "O", "S", "S", "H", "H", "H", "H"], "xyz": [[-0.08, -1.60, -0.41], [0.83, 1.08, 0.44], [0.96, -1.90, 0.08], [-0.81, 0.91, -1.48], [-2.18, 0.27, 1.10], [-0.70, 0.29, -0.18], [-0.87, -2.33, -0.94], [0.72, 0.79, 1.54], [1.51, 0.44, -0.16], [0.62, 2.07, 0.00]], "mulliken_spin": [0.631, 0.037, 0.597, 0.099, 0.434, 0.117, 0.079, 0.003, 0.001, 0.001]}

---

# 7
{"formula": "C2H4O2Sc", "method": "ωB97M-V with the def2-TZVPD basis set", "total_charge": 2, "homo_ev": [-18.32, -18.34], "lumo_energy_ev": [-10.36, -10.44], "spin_multiplicity": 2, "orbital_gap_ev": [8.0, 7.9], "elements": ["O", "H", "O", "Sc", "H", "C", "C", "H", "H"], "xyz": [[-1.13, -0.01, 0.90], [-1.63, -0.14, 1.71], [0.18, 0.41, -1.19], [-1.95, 0.67, -1.06], [0.72, 0.57, -1.97], [0.87, -0.24, -0.17], [0.13, -0.50, 0.97], [1.62, -0.98, -0.46], [1.20, 0.20, 1.27]], "mulliken_spin": [-0.014, 0.004, -0.012, 1.028, 0.004, -0.005, -0.004, -0.002, -0.001]}

---

# 8
{"formula": "C2H4O2Sm", "method": "ωB97M-V with the def2-TZVPD basis set", "total_charge": 0, "homo_ev": [-6.76, -6.82], "lumo_energy_ev": [-1.41, -1.37], "spin_multiplicity": 7, "orbital_gap_ev": [5.4, 5.5], "elements": ["C", "C", "O", "Sm", "H", "H", "H", "O", "H"], "xyz": [[-0.29, 1.26, -0.66], [0.79, 2.08, -0.44], [0.82, 3.43, -0.51], [-1.19, 3.55, 0.27], [-1.13, 1.75, -1.22], [1.74, 1.64, -0.10], [-0.03, -1.63, -0.80], [0.04, -2.69, -0.85], [0.74, -2.88, -1.47]], "mulliken_spin": [-0.012, -0.023, -0.032, 6.074, -0.005, -0.002, 0.000, 0.000, 0.000]}

---

# 9
{"formula": "C2H4O3", "method": "ωB97M-V with the def2-TZVPD basis set", "total_charge": 0, "homo_ev": -10.22, "smiles": "O=CO.C=O", "lumo_energy_ev": 0.90, "orbital_gap_ev": 11.1, "elements": ["O", "C", "O", "H", "H", "C", "O", "H", "H"], "xyz": [[0.64, 1.02, 0.64], [1.58, 0.78, -0.07], [1.60, -0.22, -0.96], [2.53, 1.31, -0.05], [0.90, -0.85, -0.73], [-1.99, -0.57, 0.76], [-1.71, -0.97, -0.33], [-2.21, -1.27, 1.59], [-2.02, 0.50, 1.02]], "nbo_charge": [-0.591, 0.652, -0.682, 0.117, 0.504, 0.297, -0.525, 0.102, 0.125]}

---

# 10
{"formula": "C2H4O3", "method": "ωB97M-V with the def2-TZVPD basis set", "total_charge": 0, "homo_ev": -10.76, "smiles": "O=C1CO1.O", "lumo_energy_ev": 0.58, "orbital_gap_ev": 11.3, "elements": ["O", "C", "C", "O", "H", "H", "O", "H", "H"], "xyz": [[0.71, -1.86, -0.08], [0.49, -0.82, -0.59], [-0.26, 0.38, -1.05], [1.23, 0.24, -1.06], [-0.75, 0.37, -1.98], [-0.73, 0.96, -0.32], [-0.37, -0.07, 1.75], [-0.66, 0.67, 2.35], [0.34, 0.13, 0.98]], "nbo_charge": [-0.477, 0.733, -0.192, -0.477, 0.205, 0.211, -0.963, 0.489, 0.470]}

---

# 11
{"formula": "C2H4O3", "method": "ωB97M-V with the def2-TZVPD basis set", "total_charge": 0, "homo_ev": [-9.16, -9.28], "lumo_energy_ev": [-0.21, -0.02], "orbital_gap_ev": [9.0, 9.3], "elements": ["C", "C", "O", "O", "O", "H", "H", "H", "H"], "xyz": [[0.81, -0.26, 0.10], [-1.62, 0.27, -0.26], [1.23, -1.64, -0.19], [1.05, -1.11, 1.14], [1.45, 0.88, -0.13], [-1.35, 1.37, -0.10], [-2.16, -0.26, 0.44], [-1.65, -0.11, -1.37], [2.25, 0.87, 0.36]], "nbo_charge": [0.731, -0.546, -0.288, -0.295, -0.688, 0.208, 0.178, 0.210, 0.489]}

---

# 12
{"formula": "C2H4O3P", "method": "ωB97M-V with the def2-TZVPD basis set", "total_charge": -1, "homo_ev": -2.89, "smiles": "C[C@]1(O)OP1[O-]", "lumo_energy_ev": 4.30, "orbital_gap_ev": 7.2, "elements": ["C", "C", "O", "O", "P", "O", "H", "H", "H", "H"], "xyz": [[-0.97, 0.77, -0.01], [0.08, -0.40, -0.02], [-0.58, -1.64, -0.41], [0.97, -0.62, 1.01], [1.91, -0.14, -0.47], [2.21, 1.31, -0.30], [-1.08, 1.08, -1.05], [-0.48, 1.48, 0.61], [-1.89, 0.27, 0.33], [-0.17, -2.11, 0.32]], "nbo_charge": [-0.673, 0.201, -0.782, -0.822, 1.153, -1.179, 0.205, 0.233, 0.197, 0.468]}

---

# 13
{"formula": "C2H4O3Rh", "method": "ωB97M-V with the def2-TZVPD basis set", "total_charge": 0, "homo_ev": [-5.72, -9.94], "lumo_energy_ev": [-1.06, -2.42], "spin_multiplicity": 6, "orbital_gap_ev": [4.7, 7.5], "elements": ["O", "C", "C", "O", "Rh", "H", "H", "H", "O", "H"], "xyz": [[0.06, -1.37, 0.91], [-0.91, -0.80, 0.35], [-0.83, 0.64, 0.05], [0.00, 1.22, 0.97], [1.56, 0.08, 1.21], [-1.70, -1.40, -0.14], [-1.86, 1.04, 0.07], [-0.21, 0.71, -1.14], [1.92, 0.33, -0.86], [1.97, -0.45, -1.41]], "mulliken_spin": [0.440, 0.740, -0.037, 0.643, 2.560, 0.049, 0.024, 0.206, 0.378, -0.003]}

---

# 14
{"formula": "C2H4O3S", "method": "ωB97M-V with the def2-TZVPD basis set", "total_charge": 0, "homo_ev": -9.80, "lumo_energy_ev": -0.40, "orbital_gap_ev": 9.4, "elements": ["C", "C", "O", "O", "O", "S", "H", "H", "H", "H"], "xyz": [[0.42, 0.61, -1.36], [0.12, -0.39, -0.60], [-0.93, 1.11, 2.02], [-1.77, -1.00, 1.07], [0.93, -0.85, 0.42], [-0.90, -0.29, 2.02], [1.21, 1.33, -1.00], [0.00, 0.81, -2.32], [-0.67, -1.18, -0.80], [1.60, -0.14, 0.55]], "nbo_charge": [-0.499, 0.109, -0.853, -0.867, -0.694, 1.681, 0.190, 0.227, 0.225, 0.481]}

---

# 15
{"formula": "C2H4O3S", "method": "ωB97M-V with the def2-TZVPD basis set", "total_charge": 0, "homo_ev": -8.33, "lumo_energy_ev": 0.71, "orbital_gap_ev": 9.0, "elements": ["C", "C", "O", "O", "O", "S", "H", "H", "H", "H"], "xyz": [[1.19, -1.87, 0.92], [-0.18, 0.52, -0.63], [2.19, 1.49, 0.40], [1.92, -0.90, 1.28], [1.05, -0.12, -0.99], [2.28, 0.21, -0.15], [0.98, -2.42, 1.86], [-0.57, 0.09, 0.31], [-0.77, 0.80, -1.42], [0.06, 1.42, -0.05]], "nbo_charge": [0.061, -0.310, -0.916, -0.643, -0.683, 1.769, 0.083, 0.212, 0.215, 0.213]}

---

# 16
{"formula": "C2H4O3S2", "method": "ωB97M-V with the def2-TZVPD basis set", "total_charge": 0, "homo_ev": [-9.68, -9.43], "lumo_energy_ev": [-1.80, -2.33], "orbital_gap_ev": [7.9, 7.1], "elements": ["C", "C", "O", "O", "O", "S", "S", "H", "H", "H", "H"], "xyz": [[-1.02, 0.50, -1.31], [0.01, -0.13, 1.17], [-1.55, -1.72, -0.03], [2.07, 1.41, 0.14], [2.35, -1.06, -0.28], [-1.47, -0.32, 0.17], [1.54, 0.14, -0.24], [-1.14, -0.08, -2.15], [-1.16, 1.60, -1.31], [0.17, 0.58, 1.93], [0.20, -0.91, 1.92]], "nbo_charge": [-0.630, -0.810, -0.953, -0.876, -0.849, 1.356, 1.793, 0.221, 0.231, 0.251, 0.268]}

---

# 17
{"formula": "C2H4O4", "method": "ωB97M-V with the def2-TZVPD basis set", "total_charge": 0, "homo_ev": -10.81, "smiles": "O=CO.O=CO", "lumo_energy_ev": 0.73, "orbital_gap_ev": 11.5, "elements": ["O", "C", "O", "H", "H", "O", "C", "O", "H", "H"], "xyz": [[-2.18, 0.56, 0.68], [-2.32, -0.34, -0.10], [-1.34, -0.81, -0.91], [-3.34, -0.62, -0.42], [-0.60, -0.22, -0.68], [3.03, 0.02, 0.14], [1.91, 0.02, -0.25], [0.88, 0.52, 0.48], [1.56, -0.20, -1.27], [1.26, 0.86, 1.30]], "nbo_charge": [-0.577, 0.636, -0.688, 0.121, 0.498, -0.553, 0.642, -0.705, 0.118, 0.508]}

---

# 18
{"formula": "C2H4O4PrS", "method": "ωB97M-V with the def2-TZVPD basis set", "total_charge": 1, "homo_ev": [-12.68, -12.69], "lumo_energy_ev": [-5.49, -5.27], "spin_multiplicity": 3, "orbital_gap_ev": [7.2, 7.4], "elements": ["S", "O", "O", "O", "C", "C", "O", "Pr", "H", "H", "H", "H"], "xyz": [[-0.71, 1.52, -2.00], [-0.32, 2.65, -1.10], [0.58, 1.05, -2.78], [-0.78, 0.17, -1.00], [-0.52, -0.10, 1.04], [0.47, -1.21, 1.22], [1.28, -1.49, 0.24], [1.16, -0.82, -1.92], [-1.15, 0.08, 1.93], [0.06, 0.84, 1.03], [-0.97, -1.43, 1.11], [0.90, -1.24, 2.23]], "mulliken_spin": [0.000, -0.001, -0.010, -0.010, 0.011, -0.006, -0.007, 2.026, 0.001, -0.002, -0.002, -0.001]}

---

# 19
{"formula": "C2H4OP2", "method": "ωB97M-V with the def2-TZVPD basis set", "total_charge": 0, "homo_ev": -8.38, "smiles": "C#C[PH]#[PH]O", "lumo_energy_ev": 0.37, "orbital_gap_ev": 8.8, "elements": ["C", "C", "P", "P", "O", "H", "H", "H", "H"], "xyz": [[2.71, -0.47, 0.17], [1.61, -0.08, -0.11], [0.38, 1.22, -0.40], [-1.38, -0.41, -0.31], [-2.97, 0.11, -0.11], [3.68, -0.68, 0.55], [0.29, 1.05, -1.80], [-1.18, -0.81, 1.08], [-3.14, 0.07, 0.92]], "nbo_charge": [-0.183, -0.385, 0.267, 0.633, -0.978, 0.239, -0.011, -0.076, 0.494]}

---

# 20
{"formula": "C2H4OS", "method": "ωB97M-V with the def2-TZVPD basis set", "total_charge": 0, "homo_ev": [-8.52, -8.15], "smiles": "C=C.O=S", "lumo_energy_ev": [-1.14, -1.00], "orbital_gap_ev": [7.4, 7.2], "elements": ["C", "C", "H", "H", "H", "H", "O", "S"], "xyz": [[-0.30, 0.15, 0.50], [0.25, 0.05, -0.71], [0.24, 0.73, 1.29], [-1.31, -0.14, 0.71], [-0.14, -0.44, -1.53], [1.13, 0.52, -1.17], [-0.19, -2.59, 2.28], [0.79, -1.88, 1.43]], "nbo_charge": [-0.440, -0.364, 0.220, 0.225, 0.190, 0.203, -0.748, 0.715]}